Formula: C4H4O
Source: the OMol25 dataset
Level of theory: ωB97M-V/def2-TZVPD

Computed properties:
Orbital gap in eV: 9.7862
LUMO in Ha: 0.0416
Largest force on an atom in eV/A: 8.43
Total charge: 0
ΔE to the lowest compared entry with this formula, charge and spin in kJ/mol: 135.1

Geometry as XYZ:
```
9
C4H4O, DFT ωB97M-V/def2-TZVPD
C -1.00 0.44 -0.14
C 0.39 0.95 -0.03
C 1.26 -0.11 -0.09
C -0.74 -0.97 -0.01
H -1.98 1.04 0.01
H 0.63 1.97 0.08
H 2.46 -0.36 0.12
H -1.47 -1.75 0.17
O 0.46 -1.21 -0.10
```

Löwdin atomic charge list, values in e, 6 entries: number 1, C, carries -0.03; number 2, C, carries -0.10; number 3, C, carries -0.12; number 4, C, carries -0.23; number 5, H, carries 0.12; number 6, H, carries 0.07

=====

Formula: C5H12BrN2
Source: the OMol25 dataset
Level of theory: ωB97M-V/def2-TZVPD

Computed properties:
Orbital gap in eV: 10.0613
LUMO in Ha: -0.1367
Largest force on an atom in eV/A: 3.57
Total charge: +1
ΔE to the lowest compared entry with this formula, charge and spin in kJ/mol: 223.1

Geometry as XYZ:
```
20
C5H12BrN2, DFT ωB97M-V/def2-TZVPD
C -0.72 -0.71 -1.07
C -1.43 0.52 -0.50
C 0.86 0.31 0.13
C 1.32 -1.93 -0.59
C -0.55 1.04 1.90
N 0.43 -0.92 -0.20
N -0.36 1.15 0.43
Br 1.58 1.73 -1.49
H -1.33 -1.52 -1.11
H -0.30 -0.41 -2.04
H -1.46 1.35 -1.18
H -2.30 0.34 0.01
H 1.59 0.47 0.84
H 1.76 -1.62 -1.59
H 1.96 -2.13 0.18
H 0.83 -2.82 -0.92
H -0.20 0.06 2.12
H 0.13 1.73 2.34
H -1.55 1.16 2.29
H -0.26 2.20 0.47
```

Löwdin atomic charge list, values in e, 6 entries: number 1, C, carries -0.11; number 2, C, carries -0.01; number 3, C, carries -0.42; number 4, C, carries -0.02; number 5, C, carries 0.02; number 6, N, carries -0.17

=====

Energy? In order: -229.97650; -2880.92905 hartree.